1.
A molecular structure, C4H2ClNO in a non-equilibrium geometry, computed with ωB97M-V/def2-TZVPD.

CARTESIAN COORDINATES (ANGSTROEM)
C -1.2312 0.0209 -0.9676
C -0.4765 -0.7345 0.1649
C 0.2994 0.4446 0.2506
C 1.4050 0.8043 1.0121
N -0.4427 1.0021 -1.0412
O 2.0315 1.8296 1.0069
Cl -0.5809 -2.2138 0.8899
H -2.1145 -0.0186 -1.5769
H 1.7122 -0.0096 1.6952

The calculation puts the energy relative to the best compared isomer or geometry (same formula, charge and spin) at 69.8 kcal/mol. The value obtained for the calculated total energy is -20235.8943 eV. The largest force on an atom comes out at 5.33 eV/Å. The calculation puts the gap between HOMO and LUMO (spin up / spin down) at 7.780 / 7.779 eV.

These are the Mulliken partial charges, in e, on atoms 1 to 6: atom 1 (C): -0.085, atom 2 (C): 0.181, atom 3 (C): 0.362, atom 4 (C): -0.065, atom 5 (N): -0.419, atom 6 (O): -0.477

---

2.
16 unconnected molecules or ions with the total composition C25H78FNO19 in a non-equilibrium geometry, computed with ωB97M-V/def2-TZVPD.

CARTESIAN COORDINATES (ANGSTROEM)
C -1.4296 -0.8447 2.9007
C -1.1055 -1.2613 1.3877
C -1.1983 -2.8337 1.0863
O -0.8723 -3.6913 2.2158
C 0.4353 -4.2199 2.1294
O 0.5616 -5.3395 1.5755
N 1.6406 -3.5560 2.6510
F 2.6788 -4.4453 2.4769
C 1.5155 -3.2035 4.0947
C 2.3623 -1.9147 4.5465
C 3.5821 -1.5281 3.5796
C 3.2508 -0.2978 2.5695
O 2.3782 -0.8314 1.5386
C 2.7291 -0.3832 0.2413
C 3.1982 1.0875 -0.1562
O 2.6134 -1.2270 -0.6892
H -2.5176 -0.5198 2.9538
H -1.1953 -1.6401 3.6798
H -0.7872 0.0716 3.1616
H -1.8711 -0.7092 0.7247
H -0.0836 -0.8888 1.0500
H -2.2556 -3.0202 0.6685
H -0.4675 -3.0712 0.2386
H 0.4180 -2.9966 4.3392
H 1.8786 -4.1119 4.6985
H 2.8341 -2.1892 5.5627
H 1.7083 -0.9885 4.7498
H 4.4136 -1.1135 4.2660
H 4.0502 -2.4179 3.0403
H 4.1979 0.1977 2.1861
H 2.6103 0.4266 3.1969
H 4.0912 0.9568 -0.8688
H 2.3701 1.5454 -0.8119
H 3.4371 1.7656 0.7263
C -2.0764 0.3724 -2.4102
O -0.9719 1.0304 -1.7987
H -2.9076 1.0724 -2.4825
H -1.7956 0.0394 -3.4124
H -2.3757 -0.4843 -1.8009
H -0.2506 0.3897 -1.7473
C 4.0031 4.7004 -1.7901
O 4.3870 3.3501 -1.5584
H 3.4256 5.0529 -0.9397
H 4.8944 5.3242 -1.9063
H 3.3885 4.7553 -2.6923
H 4.8975 3.0631 -2.3284
C -2.6785 4.7664 -2.6121
O -2.7109 3.3900 -2.2781
H -3.6964 5.1141 -2.7937
H -2.2455 5.3331 -1.7829
H -2.0813 4.9085 -3.5149
H -1.7963 3.1122 -2.1244
C -5.1050 -2.6685 2.7345
O -4.0002 -2.0117 3.3413
H -5.9370 -1.9675 2.6680
H -4.8310 -3.0003 1.7296
H -5.4036 -3.5268 3.3415
H -3.2786 -2.6520 3.3882
C -6.8502 4.9667 -4.2532
O -6.8853 3.5863 -3.9182
H -7.8675 5.3130 -4.4356
H -6.4181 5.5339 -3.4248
H -6.2524 5.1091 -5.1572
H -5.9726 3.3083 -3.7629
C 7.8023 4.4705 -3.0590
O 7.3337 3.1374 -3.2085
H 7.2401 5.1180 -3.7320
H 7.6509 4.8020 -2.0284
H 8.8637 4.5195 -3.3140
H 7.8457 2.5863 -2.6040
C -2.2072 -3.9785 -2.7635
O -1.1052 -3.3197 -2.1549
H -3.0391 -3.2774 -2.8364
H -1.9292 -4.3143 -3.7655
H -2.5083 -4.8345 -2.1541
H -0.3849 -3.9612 -2.1038
C 0.1123 3.5827 -4.9147
O 0.2842 4.6673 -4.0116
H -0.9518 3.4604 -5.1189
H 0.6375 3.7940 -5.8496
H 0.5020 2.6648 -4.4678
H 1.2319 4.7532 -3.8487
C 1.0126 6.2871 0.3229
O 1.3094 5.4449 -0.7832
H 1.9468 6.6743 0.7308
H 0.3889 7.1221 -0.0058
H 0.4916 5.7143 1.0946
H 0.4678 5.1165 -1.1259
C 3.6207 4.5188 2.1556
O 3.5663 3.1374 2.4863
H 2.6093 4.8727 1.9609
H 4.0462 5.0804 2.9911
H 4.2320 4.6594 1.2606
H 4.4723 2.8492 2.6539
C 3.9590 -6.3901 -0.4020
O 2.5825 -6.7195 -0.4976
H 4.5301 -7.0839 -1.0197
H 4.1209 -5.3700 -0.7605
H 4.2881 -6.4765 0.6371
H 2.0997 -6.0909 0.0581
C -1.9949 -5.6460 4.8320
O -2.2081 -6.2601 3.5727
H -2.4836 -6.2426 5.6025
H -0.9221 -5.5957 5.0389
H -2.4234 -4.6396 4.8272
H -1.7646 -5.7114 2.9092
C -6.3653 0.6463 -5.4736
O -5.8103 0.4400 -4.1825
H -5.7524 0.1241 -6.2087
H -7.3832 0.2497 -5.5045
H -6.3730 1.7144 -5.7028
H -6.3706 0.9111 -3.5527
C -1.1962 -8.8779 0.9780
O -2.5768 -9.2008 0.8850
H -0.6292 -9.5736 0.3592
H -1.0321 -7.8587 0.6195
H -0.8676 -8.9668 2.0164
H -3.0537 -8.5716 1.4404
C -0.9590 3.6000 3.1491
O 0.1409 4.2408 3.7807
H -1.7803 4.3121 3.0667
H -0.6684 3.2665 2.1491
H -1.2819 2.7445 3.7476
H 0.8527 3.5907 3.8410

The value obtained for the calculated total energy is -70288.6494 eV. The largest force on an atom comes out at 4.45 eV/Å. The calculation puts the gap between HOMO and LUMO at 9.843 eV.

These are the Mulliken partial charges, in e, on atoms 1 to 6: atom 1 (C): -0.824, atom 2 (C): 0.796, atom 3 (C): -0.341, atom 4 (O): 0.383, atom 5 (C): -0.298, atom 6 (O): -0.547

---

3.
A gas-phase ion, CH3O (charge -1), computed with ωB97M-V/def2-TZVPD.

CARTESIAN COORDINATES (ANGSTROEM)
C -0.0114 0.0051 0.0220
O -0.4807 0.6040 1.1215
H -0.6556 0.0865 -0.9080
H 0.9903 0.4163 -0.3447
H 0.1574 -1.1120 0.1093

Its structure (SMILES) is C[O-]. The calculation puts the energy relative to the best compared isomer or geometry (same formula, charge and spin) at 0.0 kcal/mol. The value obtained for the calculated total energy is -3132.0276 eV. The largest force on an atom comes out at 0.38 eV/Å. The calculation puts the gap between HOMO and LUMO at 7.052 eV. As for the net charge: -1.

Charges in e, computed with Mulliken, in the same order as the atoms: atom 1 (C): -0.458, atom 2 (O): -0.856, atom 3 (H): 0.106, atom 4 (H): 0.102, atom 5 (H): 0.107

---

The lowest calculated total energy belongs to which entry?
C25H78FNO19